# 1
C40H90ClN2O12S2 | wB97M-V/def2-TZVPD

```
147
Properties=species:S:1:pos:R:3:forces:R:3
C 0.46151 -0.01039 2.68963 -0.140 -0.884 -0.309
C 0.84057 -0.20873 1.13355 1.010 -0.841 2.199
N 0.95291 1.06734 0.35998 -3.106 -0.840 -2.100
C 1.10706 0.64515 -1.09780 1.661 -0.373 -1.131
C 2.63459 0.15749 -1.40725 -0.797 -0.650 0.782
C -0.30291 1.85459 0.38811 0.331 1.702 1.569
S -0.33014 3.20382 1.42101 -0.287 -1.795 -1.450
S -1.77462 1.43350 -0.66502 1.327 0.449 0.320
C -2.74821 2.96230 -1.05098 -0.899 0.899 -0.273
C -4.10041 3.12360 -0.18242 -0.246 0.385 -0.705
C -4.74010 1.73687 0.30591 -0.330 1.246 0.648
C -4.19845 1.20665 1.70499 0.618 -1.947 1.509
N -3.32050 2.02623 2.53203 -0.983 -3.840 1.635
C -2.76755 1.56462 3.79857 -1.133 -2.544 0.259
C -3.06070 0.16672 4.37418 -1.493 1.071 -3.242
Cl -2.32867 -0.44246 5.93939 -1.083 1.282 -2.485
C -4.02040 -0.75645 3.55558 1.384 3.143 -0.922
C -4.31438 -2.20480 4.15415 -2.799 -2.199 0.322
O -5.47281 -2.60413 4.42338 4.686 2.224 -0.968
O -3.21356 -3.09562 4.34895 -1.469 1.835 -1.412
C -2.55976 -3.40859 3.09194 1.312 -0.360 -1.685
C -4.60365 -0.23017 2.19196 1.944 0.615 2.678
C -5.57308 -1.22079 1.40488 -0.559 1.040 -0.791
C -5.09789 -1.59468 -0.08818 -0.341 -0.375 0.063
C -3.50779 -1.71993 -0.28463 -0.384 -0.871 -1.602
C -3.10799 -3.11441 -1.04441 1.020 0.216 0.380
C -2.22169 -2.85394 -2.37879 0.592 -0.924 0.803
C -0.64553 -2.97735 -1.98728 -1.307 -0.434 -0.687
O -0.36734 -4.41523 -1.98732 0.761 1.454 0.864
C 0.99147 -4.66661 -1.48909 -0.283 0.457 -0.249
H 1.21779 0.63293 3.25150 -1.164 -0.692 -0.925
H -0.60982 0.37616 2.80188 1.591 -0.306 -0.122
H 0.46777 -1.05824 3.18478 0.059 1.633 -0.843
H 0.13558 -0.98808 0.67818 0.688 1.206 0.351
H 1.89707 -0.68267 1.13172 -1.712 0.823 -0.209
H 0.43469 -0.26253 -1.34068 0.703 1.630 0.257
H 0.86000 1.54530 -1.75920 0.274 -1.381 0.961
H 2.65039 -0.97989 -1.19628 0.236 1.783 -0.413
H 2.91683 0.31558 -2.50607 -0.414 -0.075 1.719
H 3.36318 0.65116 -0.66968 -0.977 -0.559 -1.297
H -2.10516 3.90544 -1.00006 -0.766 -1.437 0.130
H -3.08966 2.86988 -2.15344 0.789 -0.158 1.757
H -3.93928 3.89850 0.64641 -0.288 -1.242 -0.956
H -4.87835 3.60278 -0.90653 1.465 -0.791 1.332
H -5.87398 1.93170 0.45079 1.740 -0.461 -0.091
H -4.65219 0.99463 -0.55655 0.087 0.661 1.617
H -3.01195 2.97818 2.24947 -0.192 -0.967 -0.202
H -2.07813 2.25047 4.41789 -1.297 -0.997 -1.496
H -2.19538 -2.47942 2.50942 -0.631 -1.131 1.136
H -3.23079 -3.99879 2.36155 0.784 0.836 1.380
H -1.60810 -4.03612 3.28209 -1.782 1.015 0.089
H -6.58990 -0.67369 1.29845 1.514 -0.879 0.355
H -5.80166 -2.19581 1.94853 0.673 1.629 -0.244
H -5.58845 -0.85377 -0.83034 1.042 -1.175 1.140
H -5.58566 -2.61522 -0.33562 0.767 1.685 0.484
H -2.90036 -1.71629 0.68034 -1.028 0.554 -1.245
H -3.20440 -0.88761 -1.02458 -0.148 -1.155 1.624
H -4.00968 -3.79146 -1.22062 1.134 1.118 0.026
H -2.40737 -3.70371 -0.33244 -1.203 0.763 -1.120
H -2.44174 -1.83315 -2.84317 0.228 -1.437 0.582
H -2.43410 -3.70512 -3.12280 0.355 1.604 1.023
H -0.46597 -2.51171 -0.93973 -0.102 -0.681 -1.600
H 0.01626 -2.49933 -2.79134 -0.815 -0.343 1.208
H 1.43146 -3.63041 -1.23733 -0.124 -1.924 -0.280
H 0.93173 -5.31603 -0.54715 0.223 0.921 -1.388
H 1.56076 -5.19007 -2.34059 -0.614 0.808 1.493
C 4.12123 -6.61428 1.23405 -0.024 -0.150 -0.027
C 4.42549 -5.39416 0.38774 0.032 -0.084 0.382
O 3.55584 -4.32295 0.73829 -0.189 0.273 -0.034
H 3.08304 -6.92776 1.09586 0.099 0.006 -0.079
H 4.77883 -7.44601 0.97061 -0.046 0.022 0.080
H 4.24770 -6.38917 2.29719 0.116 -0.036 -0.052
H 4.27719 -5.61673 -0.67102 -0.072 0.190 0.078
H 5.46039 -5.06790 0.53028 0.061 -0.141 -0.123
H 3.69877 -4.12547 1.67344 -0.013 -0.050 -0.229
C 6.94145 1.22215 -0.56329 -0.145 0.051 -0.067
C 6.13079 2.23803 0.21700 0.543 -0.438 0.110
O 5.31226 1.57851 1.17945 -0.379 -0.082 0.215
H 6.28308 0.51283 -1.07026 0.087 0.144 -0.049
H 7.56981 1.71415 -1.30876 -0.023 -0.112 0.031
H 7.58116 0.63996 0.10760 0.077 0.107 -0.003
H 5.47884 2.80110 -0.45246 -0.018 -0.122 0.169
H 6.78384 2.94434 0.73685 -0.055 0.126 -0.213
H 5.89668 1.08949 1.77355 -0.138 0.132 -0.148
C 9.39347 -0.79532 -4.74186 0.025 -0.017 -0.207
C 8.57966 0.21505 -3.95867 0.322 -0.229 0.167
O 7.76429 -0.44801 -2.99788 -0.221 -0.128 0.048
H 8.73624 -1.50595 -5.25026 0.002 0.117 0.009
H 10.01962 -0.29828 -5.48645 0.032 -0.064 0.080
H 10.03566 -1.37653 -4.07348 0.068 0.122 -0.033
H 7.92430 0.77827 -4.62658 -0.090 -0.085 0.175
H 9.23241 0.92233 -3.43779 0.070 0.090 -0.215
H 8.35094 -0.93670 -2.40553 -0.140 0.117 -0.150
C 4.04172 6.97191 -0.36998 -0.049 0.189 -0.036
C 5.14395 6.03285 -0.81863 -0.328 -0.095 0.248
O 5.51481 5.16576 0.24603 0.089 0.114 0.031
H 4.36966 7.56642 0.48659 0.044 -0.027 -0.123
H 3.75136 7.64777 -1.17818 -0.049 -0.021 0.065
H 3.16037 6.40858 -0.04878 -0.002 0.004 -0.117
H 6.02911 6.59786 -1.11778 0.013 -0.172 0.117
H 4.81777 5.42561 -1.66961 0.012 0.143 -0.157
H 4.72906 4.66268 0.49973 0.202 0.111 0.022
C 13.58124 1.37374 -5.61268 0.035 -0.026 -0.159
C 12.76434 2.37953 -4.82604 0.267 -0.268 0.120
O 11.95294 1.71132 -3.86669 -0.227 -0.027 0.158
H 12.92617 0.66200 -6.12199 0.016 0.123 -0.002
H 14.20502 1.87421 -6.35717 0.013 -0.079 0.043
H 14.22624 0.79329 -4.94644 0.057 0.110 -0.036
H 12.10626 2.94176 -5.49179 -0.077 -0.074 0.188
H 13.41470 3.08836 -4.30394 0.035 0.103 -0.169
H 12.54199 1.22342 -3.27597 -0.147 0.119 -0.137
C -7.19563 5.85371 -3.60842 -0.104 0.020 -0.114
C -6.51052 4.71697 -2.87743 -0.118 0.413 -0.017
O -5.12689 5.00825 -2.70067 0.300 -0.156 0.155
H -6.73040 6.01786 -4.58359 -0.058 -0.110 0.072
H -8.25681 5.63996 -3.75529 0.054 0.076 0.014
H -7.09948 6.78803 -3.04770 -0.104 -0.075 0.040
H -6.59009 3.79086 -3.45084 0.194 0.052 0.078
H -6.96470 4.55484 -1.89392 -0.184 -0.084 -0.046
H -5.06412 5.82419 -2.18550 -0.001 -0.117 -0.216
C -3.98500 -1.85950 9.09654 -0.092 0.052 -0.186
C -2.52013 -1.83067 9.48689 -0.361 -0.226 0.341
O -2.38073 -1.37477 10.82570 0.151 0.107 0.033
H -4.42721 -0.86418 9.19177 0.100 -0.043 -0.047
H -4.10793 -2.20335 8.06614 -0.081 -0.043 0.052
H -4.54856 -2.52328 9.75830 0.060 -0.059 -0.113
H -1.96438 -1.14982 8.83770 0.070 0.038 0.226
H -2.07311 -2.82665 9.40571 0.012 0.004 -0.229
H -2.86733 -1.98618 11.39446 0.138 0.163 -0.100
C -4.72600 -1.65194 -6.63988 -0.143 0.097 -0.076
C -4.25433 -1.89676 -5.22034 0.207 -0.170 -0.385
O -3.80716 -3.23874 -5.07521 -0.046 -0.096 0.054
H -5.53828 -2.33633 -6.89728 0.032 0.090 0.098
H -5.07778 -0.62465 -6.76295 0.035 -0.049 -0.070
H -3.91707 -1.83433 -7.35319 0.000 0.120 0.055
H -5.07085 -1.73461 -4.51287 0.101 -0.174 0.035
H -3.43202 -1.22165 -4.95982 -0.092 0.193 0.019
H -3.07947 -3.37245 -5.69752 -0.190 -0.021 0.126
C -8.75450 -0.61141 4.86189 0.129 -0.095 0.100
C -8.52994 0.32284 3.68932 -0.482 -0.165 0.207
O -9.17584 -0.18063 2.52560 0.116 0.047 -0.271
H -8.37008 -1.60931 4.63593 0.070 0.129 0.014
H -8.25693 -0.23640 5.75956 -0.073 -0.058 0.001
H -9.82238 -0.72110 5.07184 0.057 0.132 0.046
H -7.46267 0.41185 3.47072 -0.069 -0.036 -0.146
H -8.92295 1.32170 3.90459 0.168 0.061 0.114
H -10.11978 -0.24863 2.72176 0.216 -0.019 -0.089
```
Positions in Å, forces in eV/Å.

Computed properties:
net charge	+1
LUMO energy	-4.45	eV
multiplicity	1
HOMO-LUMO gap	6.69	eV

---

# 2
C3H15NO3 | wB97M-V/def2-TZVPD

```
22
Properties=species:S:1:pos:R:3:forces:R:3
C 0.36142 1.05494 0.90404 -2.489 3.251 0.359
C 1.04735 -0.01743 1.73696 3.582 2.701 1.292
C 0.29283 -1.17711 2.28168 -2.443 -1.236 0.954
N 0.20926 0.84546 -0.53309 -0.812 7.280 1.271
H 0.77252 2.18748 0.98215 -0.151 -2.767 0.518
H -0.71658 1.27251 1.26405 1.442 -0.779 0.130
H 1.36129 0.61691 2.74132 -0.293 -1.571 -2.440
H 2.06196 -0.26957 1.13361 -2.171 0.203 1.658
H 0.07428 -2.02701 1.63156 0.218 0.230 -0.479
H -0.73915 -0.89373 2.66643 1.057 0.168 -0.684
H 0.69361 -1.65059 3.18805 0.626 0.370 -0.320
H 0.64062 0.09238 -0.78131 3.067 -5.682 -1.977
H 0.82430 1.62750 -0.94486 -1.361 -1.799 0.386
H -1.36080 2.86802 -1.79918 0.046 -0.850 -0.562
H -0.37851 2.09088 -2.74531 -2.325 0.000 0.796
O -1.34754 2.12445 -2.44116 1.816 1.020 -0.721
H -3.18142 -0.83268 -1.20212 2.182 -1.684 1.039
H -1.94110 -1.09665 -1.94095 0.326 -0.508 1.065
O -2.31358 -1.39094 -1.07151 -2.404 2.206 -2.056
H 1.80610 -2.04229 -2.20720 -1.399 1.091 1.286
H 0.62179 -1.94462 -1.20019 -2.356 -2.337 1.740
O 1.21136 -1.43790 -1.66298 3.842 0.692 -3.252
```
Positions in Å, forces in eV/Å.

Computed properties:
net charge	0
energy above the lowest of the compared OMol25 structures with the same formula, charge and spin	3.288	eV
LUMO energy	0.56	eV
multiplicity	1
HOMO-LUMO gap	9.07	eV

---

# 3
CH6N4O2 | wB97M-V/def2-TZVPD

```
13
Properties=species:S:1:pos:R:3:forces:R:3
C -0.64719 -1.11370 2.33390 1.092 -0.006 -2.478
N -0.94393 1.73911 1.54852 0.027 -1.779 -0.794
N -0.58980 1.19740 -0.50706 1.605 -0.355 -2.386
N 1.53234 -1.12000 -2.28032 1.010 -2.527 -0.660
N -1.06101 2.08543 0.35840 0.494 0.911 0.108
O -1.38396 -1.06044 3.19572 -1.161 0.104 1.965
O 0.03383 -1.19880 1.38978 0.119 -0.199 0.521
H 1.78270 -1.34187 -1.28543 0.273 0.398 -1.219
H -1.47976 2.36532 2.09085 -0.565 1.300 0.774
H 0.00421 1.55178 -1.35154 -1.952 -0.807 2.286
H -0.37442 0.26087 -0.14108 0.388 0.775 -0.062
H 0.78556 -1.84823 -2.41966 0.682 1.031 -0.132
H 2.34142 -1.51688 -2.93210 -2.014 1.153 2.079
```
Positions in Å, forces in eV/Å.

Computed properties:
net charge	0
energy above the lowest of the compared OMol25 structures with the same formula, charge and spin	0.557	eV
LUMO energy	0.60	eV
multiplicity	1
HOMO-LUMO gap	9.82	eV

---

# 4
C2H4N4S2 | wB97M-V/def2-TZVPD

```
12
Properties=species:S:1:pos:R:3:forces:R:3
C -0.67719 -0.33098 -0.23526 3.177 1.866 -1.004
C 1.46813 -0.13181 0.07803 -3.331 1.586 -1.991
H -3.74817 -1.09606 1.32999 1.310 2.075 -2.936
H 3.31197 -1.60047 -0.47113 -0.923 1.295 0.706
H 1.28796 1.63529 -0.75196 1.040 0.733 -0.119
H -0.81965 1.62384 0.55533 -0.788 -1.576 -2.440
N -1.72430 -0.94419 -0.25405 -4.535 -2.017 1.054
N 0.59833 -0.96852 -0.28445 -1.090 -1.680 0.721
N 0.89284 1.23141 0.07561 3.099 -0.662 -0.128
N -0.44119 1.06819 -0.31126 -1.453 1.463 3.885
S -3.25307 -0.12676 0.10135 0.220 -2.323 2.211
S 3.10434 -0.35995 0.16780 3.275 -0.761 0.041
```
Positions in Å, forces in eV/Å.

Computed properties:
net charge	0
energy above the lowest of the compared OMol25 structures with the same formula, charge and spin	3.136	eV
LUMO energy	0.22	eV
multiplicity	1
HOMO-LUMO gap	8.94	eV

---

# 5
C6H6LiNiO2 | wB97M-V/def2-TZVPD

```
16
Properties=species:S:1:pos:R:3:forces:R:3
C 1.69947 -0.49990 1.40064 0.049 -0.757 0.149
C 1.33386 0.29743 0.38279 -0.102 -0.442 -0.919
C 0.07387 1.12082 0.23074 -0.346 0.259 -0.942
H 2.69393 -0.95426 1.38539 -0.066 0.146 0.185
H 1.09217 -0.63539 2.30104 0.206 -0.044 -0.140
H 2.00102 0.44011 -0.47304 0.082 0.294 0.207
H 0.34927 2.18881 0.32248 0.003 -0.006 0.009
C -0.92527 0.93457 1.26005 -0.337 0.311 1.430
O -1.66591 0.85344 2.09338 0.437 -0.063 -0.908
O -0.80020 -1.44404 -0.91742 0.416 -1.449 0.479
C -0.99562 -0.29961 -1.56473 -1.285 2.474 -1.331
C -0.68626 0.92767 -1.12635 0.492 -0.208 1.235
Ni 0.90189 -2.05181 -0.47454 0.188 1.028 0.414
Li -2.41071 -2.47755 -0.70558 -0.620 -0.356 -0.197
H -1.61109 -0.22498 -2.49514 0.605 -1.034 0.456
H -1.05043 1.82469 -1.61970 0.277 -0.155 -0.127
```
Positions in Å, forces in eV/Å.

Computed properties:
net charge	+3
energy above the lowest of the compared OMol25 structures with the same formula, charge and spin	0.246	eV
LUMO energy (spin up / spin down)	-13.98 / -16.00	eV
multiplicity	3
expectation value of S²	2.0081
HOMO-LUMO gap (spin up / spin down)	8.43 / 6.24	eV

---

# 6
C5H7NO | wB97M-V/def2-TZVPD

```
14
Properties=species:S:1:pos:R:3:forces:R:3
C -0.63644 0.74655 2.29221 -0.203 -0.119 0.160
N 0.34742 0.57326 1.38731 0.205 -0.060 -0.331
C 0.34397 -0.03718 0.23297 -0.020 0.159 0.248
C -0.46876 -0.97163 -0.62440 -0.518 -0.237 0.168
C -0.30360 0.01079 -1.80560 -0.107 0.148 -0.140
C 1.06362 -0.14188 -1.08894 0.503 0.263 -0.114
O 0.80929 -1.60083 -1.05302 0.046 -0.190 -0.003
H -0.35818 0.94622 3.31603 0.043 0.051 -0.182
H -1.62026 0.39275 2.02349 0.083 -0.069 0.070
H 1.24104 0.99443 1.62892 -0.118 0.062 -0.050
H -1.29537 -1.63276 -0.36305 0.101 0.128 -0.075
H -0.82204 0.97279 -1.74924 0.128 -0.128 0.027
H -0.34921 -0.46039 -2.79206 0.014 0.082 0.147
H 2.04851 0.20787 -1.40463 -0.156 -0.090 0.074
```
Positions in Å, forces in eV/Å.

Computed properties:
net charge	0
energy above the lowest of the compared OMol25 structures with the same formula, charge and spin	6.117	eV
LUMO energy (spin up / spin down)	0.93 / 0.93	eV
multiplicity	1
HOMO-LUMO gap (spin up / spin down)	7.42 / 7.42	eV

---

# 7
C5H9NO2 | wB97M-V/def2-TZVPD

```
17
Properties=species:S:1:pos:R:3:forces:R:3
O 1.65589 1.27320 -1.85544 0.385 -0.505 -0.305
C 0.59882 0.74049 -1.62744 -0.925 0.014 1.406
N 0.43799 -0.41398 -0.85073 1.777 1.623 -1.889
C -0.72282 -0.66819 -0.06556 -1.188 0.372 1.262
C -0.86379 0.25887 1.16690 -0.083 -0.609 -0.097
C 0.21003 0.01801 2.18158 -0.104 1.583 0.125
O 1.25825 -0.54485 2.03534 -0.131 -0.466 -0.049
C -1.99531 -0.63689 -0.89817 -0.073 -0.748 -0.348
H -0.32865 1.25082 -1.88659 -0.394 -0.130 -0.427
H 1.38083 -0.54338 -0.50693 -0.243 -0.894 0.808
H -0.64885 -1.64274 0.42193 0.266 -0.243 -0.515
H -0.88350 1.33869 0.97716 0.217 -0.026 -0.290
H -1.80810 0.09573 1.71427 0.103 -0.201 -0.322
H -0.04253 0.59970 3.09165 0.383 -0.357 0.484
H -2.86836 -0.82653 -0.26621 0.085 0.511 -0.033
H -2.07418 0.27240 -1.49168 -0.353 0.080 0.309
H -2.01537 -1.46380 -1.60945 0.278 -0.002 -0.118
```
Positions in Å, forces in eV/Å.

Computed properties:
net charge	0
energy above the lowest of the compared OMol25 structures with the same formula, charge and spin	1.093	eV
LUMO energy	0.74	eV
multiplicity	1
HOMO-LUMO gap	10.39	eV

---

Repeat the second record exactly.
C3H15NO3 | wB97M-V/def2-TZVPD

```
22
Properties=species:S:1:pos:R:3:forces:R:3
C 0.36142 1.05494 0.90404 -2.489 3.251 0.359
C 1.04735 -0.01743 1.73696 3.582 2.701 1.292
C 0.29283 -1.17711 2.28168 -2.443 -1.236 0.954
N 0.20926 0.84546 -0.53309 -0.812 7.280 1.271
H 0.77252 2.18748 0.98215 -0.151 -2.767 0.518
H -0.71658 1.27251 1.26405 1.442 -0.779 0.130
H 1.36129 0.61691 2.74132 -0.293 -1.571 -2.440
H 2.06196 -0.26957 1.13361 -2.171 0.203 1.658
H 0.07428 -2.02701 1.63156 0.218 0.230 -0.479
H -0.73915 -0.89373 2.66643 1.057 0.168 -0.684
H 0.69361 -1.65059 3.18805 0.626 0.370 -0.320
H 0.64062 0.09238 -0.78131 3.067 -5.682 -1.977
H 0.82430 1.62750 -0.94486 -1.361 -1.799 0.386
H -1.36080 2.86802 -1.79918 0.046 -0.850 -0.562
H -0.37851 2.09088 -2.74531 -2.325 0.000 0.796
O -1.34754 2.12445 -2.44116 1.816 1.020 -0.721
H -3.18142 -0.83268 -1.20212 2.182 -1.684 1.039
H -1.94110 -1.09665 -1.94095 0.326 -0.508 1.065
O -2.31358 -1.39094 -1.07151 -2.404 2.206 -2.056
H 1.80610 -2.04229 -2.20720 -1.399 1.091 1.286
H 0.62179 -1.94462 -1.20019 -2.356 -2.337 1.740
O 1.21136 -1.43790 -1.66298 3.842 0.692 -3.252
```
Positions in Å, forces in eV/Å.

Computed properties:
net charge	0
energy above the lowest of the compared OMol25 structures with the same formula, charge and spin	3.288	eV
LUMO energy	0.56	eV
multiplicity	1
HOMO-LUMO gap	9.07	eV

---

Question: net charge of number 7 (C5H9NO2)?
Answer: 0